(1)
The following is a DFT calculation (wB97M-V/def2-TZVPD) of a cluster of 5 separate species, C28H67FIN6O5 in total at a distorted geometry.

## Properties
LUMO: -3.13 eV
total charge: +1
calculated total energy: -60109.646 eV

Element x y z (Å)
H 1.23 -0.12 4.26
C 1.68 -2.12 2.73
H -4.99 0.51 -9.80
H -3.09 -0.94 1.58
H -4.86 -2.02 -8.08
H -7.10 -4.29 -2.25
H -5.44 -5.68 -3.64
H 4.18 7.46 8.29
H -6.55 -1.90 -7.62
H 3.86 -2.08 2.61
O -5.39 -0.19 -7.46
H 5.25 1.19 -0.46
H 1.00 -2.13 3.58
H 5.93 1.48 2.50
H 6.83 4.88 8.00
C -5.74 -1.38 -8.15
N -5.09 -0.36 -10.32
C 0.68 0.57 3.63
H 5.91 7.14 8.46
C 3.07 -1.71 3.25
N -3.40 -2.45 -0.84
H 2.51 -3.59 1.47
O 6.11 4.14 0.91
C -0.41 -2.77 1.20
C -5.79 -3.57 -3.64
H -5.59 -1.44 -3.95
H 0.28 0.78 1.56
N 4.00 2.22 0.85
H 4.11 2.94 1.56
C -6.85 -4.77 -6.43
C -3.33 -1.99 1.53
C 4.76 5.48 7.66
H -7.31 -0.06 -6.66
H -5.87 -4.62 -6.89
C 1.18 -1.09 1.70
H -4.40 -2.06 1.53
H 2.87 -3.20 4.81
H -7.40 -3.83 -6.40
H 7.04 0.80 1.31
C 5.35 1.83 0.43
H -6.13 1.16 -6.14
H 7.18 5.10 2.34
H -6.58 -2.22 -5.17
H -4.99 -3.50 -2.91
C -6.08 -1.19 -9.63
C 5.04 6.97 7.82
H 3.53 2.69 0.09
N 3.70 5.30 6.66
H -0.05 -4.66 2.22
H 2.01 1.95 2.55
H 4.38 5.11 8.61
C 1.50 1.86 3.49
H 5.49 0.03 1.61
F 4.52 -2.10 5.10
C 0.46 -3.97 1.56
C 7.26 5.86 5.68
H 3.45 4.32 6.62
H -4.82 -2.41 -5.20
H -7.74 -0.73 -10.93
C -5.60 -4.90 -4.39
H 2.63 -1.55 5.34
C 3.22 -2.17 4.69
H 6.66 6.73 5.41
H -2.93 -2.49 2.40
C -2.77 -2.53 0.23
H -0.76 -0.35 2.33
H -6.84 1.28 -7.75
H 0.85 2.70 3.68
H 4.11 5.49 5.75
C 6.01 4.65 7.32
C -1.44 -3.21 0.17
O -6.73 -5.33 -5.13
H 6.55 3.53 2.86
H 7.88 5.59 4.82
H 1.99 -4.12 2.92
H -0.94 -2.45 2.10
O 6.44 4.74 5.98
N 1.76 -3.49 2.15
H 5.21 7.47 6.87
H -6.06 -2.18 -10.09
H -7.52 0.45 -9.65
H -4.17 -0.79 -10.25
H -7.81 -3.75 -3.58
C 6.18 3.05 0.01
H -4.29 -1.98 -0.70
H 7.92 6.10 6.52
O 0.44 -1.80 0.67
C -6.49 0.58 -6.99
H 7.22 2.78 -0.19
H -8.22 -1.12 -9.28
H 3.07 -0.63 3.25
H -7.42 -5.47 -7.03
H -4.71 -4.87 -5.02
H 5.76 3.60 7.47
C -5.69 -2.35 -4.55
H -0.99 -3.11 -0.81
H -1.61 -4.28 0.33
I 2.92 1.96 5.11
C 5.99 1.00 1.53
C -7.47 -0.61 -9.88
C 7.00 4.08 2.02
H -0.22 0.80 4.17
H 5.77 3.43 -0.93
H 0.64 -4.50 0.63
H 2.04 -0.68 1.19
N -7.07 -3.52 -2.92
H 7.95 3.62 1.74
C 0.27 -0.02 2.27

Löwdin population analysis, charges in e, atoms 1 to 4:
1. H 0.0304
2. C -0.2163
3. H 0.0698
4. H 0.0875



(2)
The following is a DFT calculation (wB97M-V/def2-TZVPD) of a cluster of 5 separate species, C28H67FNO4P2 in total at a distorted geometry.

## Properties
LUMO: 2.41 eV
total charge: -1
ΔE to the lowest compared entry with this formula, charge and spin: 109.6 kcal/mol
calculated total energy: -61095.964 eV

Element x y z (Å)
H 1.25 -0.89 5.70
C -4.82 0.73 2.57
H -0.61 4.72 -3.24
H 0.44 -4.63 5.50
O 3.19 -1.86 -1.10
C 1.82 -2.98 5.57
H 6.03 -0.98 -3.23
H -5.65 2.16 0.28
H -5.63 4.00 -3.99
N -1.48 -0.71 1.52
C 7.28 -1.86 -1.74
C -7.43 0.81 4.28
H -1.70 -2.40 7.64
C -4.02 5.39 -3.71
H -4.50 6.17 -4.31
C 1.71 0.99 0.12
C -7.39 0.84 2.76
H 5.14 -3.26 -2.83
H 8.57 -4.16 -6.56
H -3.91 1.87 0.18
H -6.19 -0.92 2.50
H -7.43 1.88 2.41
H -1.67 -3.35 5.37
H 1.25 1.99 0.57
H 0.98 -2.23 0.94
H -4.33 5.56 -2.68
H -0.76 1.34 1.36
C 6.72 -1.83 -3.15
P 1.46 -1.67 -1.26
C 8.05 -4.33 -4.47
C -0.76 -2.87 5.76
H 8.73 -3.53 -4.17
C 6.83 -4.38 -3.54
H 1.78 0.13 0.93
H -2.95 4.37 -1.29
H -4.02 0.14 2.10
C -0.99 0.35 0.74
P 0.96 0.46 -1.56
H -1.87 3.52 -3.41
H 0.06 -2.40 7.72
O 0.58 -2.43 0.04
H 2.26 0.60 -2.16
H -4.12 3.22 -3.54
H 6.19 -5.22 -3.83
H 7.17 -4.60 -2.52
H 3.39 -2.85 -1.21
H 7.14 -3.23 -6.11
F 4.45 0.62 0.36
H -7.46 -0.22 4.64
C 5.97 -3.11 -3.53
H -0.80 -1.83 5.41
H 0.37 -3.60 4.08
H -3.66 2.54 2.57
H 6.48 -2.01 -1.01
H -1.19 -0.82 -1.22
H 8.01 -2.67 -1.62
C 3.30 1.39 -0.21
C -4.55 4.02 -4.16
H -1.28 3.85 -1.03
C 2.00 -1.51 5.20
H -3.21 3.71 -5.85
H 5.51 -2.97 -4.52
C -4.63 2.20 2.20
H 0.45 0.06 -2.87
H -8.30 0.36 2.37
H 2.98 -1.17 5.57
O 3.62 2.48 -0.96
H -4.69 2.76 -5.91
C 1.95 -1.27 3.70
H 8.61 -5.27 -4.36
H -2.20 5.53 -4.88
C 0.46 -3.58 5.18
C -2.49 5.56 -3.82
H -1.53 1.02 -1.45
C -4.69 2.45 0.70
H -0.82 -3.93 7.64
H 1.97 -3.09 6.65
C -1.67 4.53 -3.04
H 2.61 -3.57 5.10
H 0.98 -1.55 3.28
H -4.53 3.51 0.48
H -4.74 4.50 -6.26
H -6.57 1.31 4.72
H 2.10 -0.20 3.48
H 0.61 1.83 -1.92
H -6.26 0.11 1.09
H -5.38 2.82 2.70
C -0.80 -2.90 7.28
H 7.03 -5.00 -6.27
H 7.79 -0.92 -1.51
C -0.81 0.26 -0.88
H -8.33 1.32 4.64
O 1.03 -2.46 -2.60
H 2.73 -1.84 3.18
C -4.28 3.74 -5.63
C -1.91 4.59 -1.54
H -1.66 5.58 -1.15
H -2.24 6.57 -3.47
C 7.67 -4.17 -5.93
H -1.48 -0.35 2.53
H 7.53 -1.63 -3.87
H -4.66 0.62 3.65
C -6.17 0.13 2.18

Löwdin population analysis, charges in e, atoms 1 to 4:
1. H 0.0974
2. C -0.2269
3. H 0.1095
4. H 0.1079



no.,HOMO-LUMO gap (hartree)
1,0.264
2,0.270